{
  "formula": "C22H13ClIN3NiO4S",
  "method": "ωB97M-V/def2-TZVPD",
  "e_above_lowest_ev": 0.659,
  "energy_ev": -108186.8827,
  "largest_force_ha_per_bohr": 0.0148,
  "total_charge": -2,
  "homo_energy_ev": [0.479, 0.460],
  "elements": ["Ni", "Cl", "C", "C", "C", "I", "C", "O", "C", "N", "C", "C", "C", "C", "H", "H", "H", "H", "O", "S", "O", "N", "C", "O", "C", "C", "C", "C", "C", "C", "H", "H", "H", "H", "N", "C", "C", "C", "C", "C", "C", "H", "H", "H", "H", "H"],
  "xyz": [[1.315, 0.366, -0.486], [4.891, -1.037, 5.090], [4.372, -0.802, 3.415], [5.331, -0.765, 2.432], [4.958, -0.595, 1.103], [6.429, -0.597, -0.376], [3.609, -0.443, 0.700], [3.225, -0.311, -0.508], [2.637, -0.476, 1.768], [1.332, -0.324, 1.360], [0.361, -0.438, 2.302], [0.636, -0.632, 3.637], [1.952, -0.729, 4.088], [2.994, -0.669, 3.127], [6.374, -0.879, 2.697], [-0.657, -0.352, 1.942], [-0.191, -0.691, 4.336], [2.186, -0.863, 5.134], [-2.123, 5.538, -1.035], [-1.469, 4.793, -2.085], [-1.411, 5.433, -3.379], [-0.057, 4.210, -1.640], [-0.050, 2.870, -1.564], [0.952, 2.191, -1.309], [-1.413, 2.246, -1.897], [-1.823, 0.911, -1.920], [-3.129, 0.650, -2.366], [-3.991, 1.675, -2.728], [-3.592, 3.006, -2.678], [-2.296, 3.236, -2.259], [0.042, 0.005, -1.802], [-3.460, -0.378, -2.434], [-4.990, 1.424, -3.068], [-4.251, 3.819, -2.949], [-0.958, -0.105, -1.544], [-1.307, -1.371, -1.080], [-0.371, -2.402, -1.202], [-0.643, -3.658, -0.690], [-1.851, -3.922, -0.053], [-2.772, -2.895, 0.082], [-2.506, -1.626, -0.415], [0.589, -2.182, -1.656], [0.107, -4.434, -0.779], [-2.057, -4.905, 0.350], [-3.707, -3.068, 0.603], [-3.218, -0.825, -0.264]],
  "nbo_charge": [0.4736, -0.1024, -0.1448, -0.2323, -0.3206, 0.0484, 0.4094, -0.7738, 0.0296, -0.5203, -0.0558, -0.2437, -0.3083, -0.0018, 0.2155, 0.1867, 0.1936, 0.2055, -0.9768, 2.2996, -0.9794, -0.8951, 0.6497, -0.6896, -0.1948, 0.2006, -0.2685, -0.2009, -0.2709, -0.2031, 0.3842, 0.2140, 0.1949, 0.2162, -0.6154, 0.2717, -0.2672, -0.1850, -0.2781, -0.2036, -0.3059, 0.2357, 0.2019, 0.1948, 0.1947, 0.2180]
}


{
  "formula": "C22H13F8N5O3PtS",
  "method": "ωB97M-V/def2-TZVPD",
  "energy_ev": -72436.6897,
  "largest_force_ha_per_bohr": 0.0573,
  "homo_energy_ev": [-7.421, -7.464],
  "elements": ["Pt", "N", "C", "C", "C", "C", "C", "C", "S", "O", "O", "N", "C", "N", "C", "C", "C", "N", "H", "H", "H", "H", "H", "H", "H", "H", "H", "F", "C", "F", "F", "C", "C", "C", "N", "C", "C", "H", "H", "H", "H", "F", "C", "C", "F", "C", "F", "C", "O", "C", "F", "C", "F"],
  "xyz": [[0.270, 0.783, -0.220], [-2.455, -0.485, 7.427], [-2.342, -0.328, 6.071], [-2.307, -1.450, 5.233], [-2.201, -1.294, 3.868], [-2.136, -0.022, 3.327], [-2.210, 1.102, 4.131], [-2.324, 0.951, 5.498], [-1.661, 0.135, 1.628], [-1.958, 1.458, 1.110], [-2.095, -0.982, 0.840], [-0.014, 0.182, 1.710], [0.831, -0.853, 1.743], [0.712, -1.905, 2.544], [1.662, -2.818, 2.491], [2.765, -2.714, 1.653], [2.795, -1.607, 0.813], [1.864, -0.685, 0.878], [-2.244, -1.393, 7.806], [-2.237, 0.301, 8.017], [-2.364, -2.439, 5.665], [-2.172, -2.137, 3.197], [-2.194, 2.078, 3.670], [-2.401, 1.819, 6.137], [1.516, -3.674, 3.138], [3.542, -3.457, 1.632], [3.570, -1.466, 0.072], [4.046, 4.875, -4.019], [2.953, 4.344, -4.591], [2.223, 5.366, -5.046], [3.382, 3.654, -5.660], [2.191, 3.452, -3.646], [2.787, 2.263, -3.232], [2.068, 1.416, -2.419], [0.837, 1.713, -1.980], [0.267, 2.855, -2.380], [0.905, 3.756, -3.215], [3.782, 2.002, -3.554], [2.460, 0.454, -2.119], [-0.747, 3.029, -2.047], [0.411, 4.662, -3.534], [-2.230, -2.572, -5.906], [-1.620, -2.247, -4.756], [-0.670, -3.099, -4.197], [-0.345, -4.238, -4.822], [-0.042, -2.758, -3.016], [0.893, -3.577, -2.498], [-0.340, -1.568, -2.299], [0.263, -1.290, -1.216], [-1.328, -0.751, -2.897], [-1.618, 0.423, -2.279], [-1.931, -1.059, -4.101], [-2.809, -0.208, -4.649]],
  "nbo_charge": [1.1004, -0.7877, 0.2027, -0.2683, -0.1566, -0.3294, -0.1563, -0.2850, 2.2838, -0.9545, -0.9149, -0.8895, 0.5525, -0.4762, 0.1073, -0.3318, 0.1156, -0.5050, 0.3876, 0.3881, 0.2114, 0.2488, 0.2373, 0.2124, 0.1987, 0.2295, 0.1997, -0.3146, 0.9670, -0.3115, -0.3136, -0.0788, -0.2086, 0.0618, -0.4623, 0.0654, -0.2107, 0.2467, 0.2368, 0.2363, 0.2522, -0.2985, 0.2182, 0.2781, -0.2963, 0.2405, -0.3088, 0.2503, -0.7564, 0.2542, -0.3360, 0.2676, -0.2992]
}


{
  "formula": "C22H14Br2IN2OPd",
  "method": "ωB97M-V/def2-TZVPD",
  "e_above_lowest_ev": 0.067,
  "energy_ev": -179728.0274,
  "largest_force_ha_per_bohr": 0.0124,
  "total_charge": 1,
  "homo_energy_ev": [-10.747, -11.358],
  "s_squared": 2.055,
  "multiplicity": 3,
  "elements": ["Pd", "Br", "C", "C", "C", "C", "O", "C", "C", "N", "C", "C", "C", "C", "C", "C", "C", "C", "N", "C", "C", "H", "H", "H", "H", "H", "H", "H", "H", "H", "H", "Br", "C", "C", "C", "C", "C", "C", "I", "H", "H", "H", "H"],
  "xyz": [[0.714, -1.472, -0.460], [6.289, 2.859, -3.271], [5.088, 1.525, -2.784], [5.154, 0.267, -3.416], [4.279, -0.706, -3.051], [3.251, -0.483, -2.056], [2.456, -1.412, -1.808], [3.224, 0.826, -1.400], [2.329, 1.207, -0.312], [1.378, 0.500, 0.169], [0.582, 0.997, 1.235], [0.428, 2.326, 1.536], [-0.333, 2.729, 2.650], [-0.929, 1.800, 3.455], [-0.825, 0.423, 3.151], [-1.429, -0.586, 3.942], [-1.309, -1.892, 3.573], [-0.619, -2.199, 2.384], [-0.040, -1.294, 1.635], [-0.102, 0.017, 2.016], [4.145, 1.780, -1.787], [5.902, 0.091, -4.176], [4.295, -1.686, -3.507], [2.548, 2.187, 0.114], [0.879, 3.086, 0.914], [-0.435, 3.783, 2.865], [-1.500, 2.105, 4.322], [-1.980, -0.303, 4.829], [-1.752, -2.688, 4.152], [-0.556, -3.224, 2.035], [4.145, 2.749, -1.304], [-3.601, -3.573, 0.692], [-3.699, -2.094, -0.474], [-4.795, -1.248, -0.355], [-4.934, -0.166, -1.207], [-3.983, 0.077, -2.186], [-2.888, -0.763, -2.309], [-2.744, -1.846, -1.450], [-1.062, -3.062, -1.719], [-5.539, -1.452, 0.402], [-5.793, 0.481, -1.108], [-4.092, 0.915, -2.859], [-2.145, -0.580, -3.071]],
  "nbo_charge": [0.6258, 0.1836, -0.0401, -0.2402, -0.1342, 0.4178, -0.5494, -0.1132, 0.1464, -0.4385, 0.0737, -0.1867, -0.1999, -0.1452, -0.1094, -0.1073, -0.2527, 0.1019, -0.5005, 0.2277, -0.1922, 0.2506, 0.2384, 0.1816, 0.2200, 0.2339, 0.2284, 0.2319, 0.2411, 0.2174, 0.2377, 0.0906, -0.1199, -0.2222, -0.1815, -0.1995, -0.2154, -0.2040, 0.2709, 0.2392, 0.2315, 0.2304, 0.2318]
}


{
  "formula": "C22H14BrF6MoN5O6S2",
  "method": "ωB97M-V/def2-TZVPD",
  "e_above_lowest_ev": 0.070,
  "energy_ev": -152641.1849,
  "largest_force_ha_per_bohr": 0.0198,
  "total_charge": 1,
  "homo_energy_ev": [-10.945, -10.760],
  "s_squared": 1.213,
  "multiplicity": 2,
  "elements": ["Mo", "F", "C", "F", "F", "S", "O", "O", "N", "S", "O", "O", "C", "F", "F", "F", "Br", "C", "C", "C", "C", "C", "C", "N", "N", "C", "C", "C", "C", "O", "C", "N", "C", "C", "C", "C", "H", "H", "H", "H", "H", "H", "H", "H", "H", "O", "N", "C", "C", "C", "C", "C", "H", "H", "H", "H", "H"],
  "xyz": [[-0.110, 0.124, 0.313], [0.534, 5.799, 0.342], [0.654, 4.711, 1.072], [1.904, 4.584, 1.503], [-0.172, 4.748, 2.100], [0.310, 3.233, 0.018], [0.560, 2.097, 0.950], [1.189, 3.282, -1.102], [-1.224, 3.368, -0.272], [-1.932, 2.233, -1.094], [-0.965, 1.159, -1.422], [-2.792, 2.690, -2.115], [-2.973, 1.384, 0.190], [-4.004, 2.095, 0.558], [-3.347, 0.197, -0.246], [-2.161, 1.179, 1.285], [7.014, -4.444, 1.455], [6.020, -4.456, -0.157], [6.550, -3.876, -1.301], [5.806, -3.895, -2.468], [4.518, -4.419, -2.469], [4.009, -5.028, -1.326], [4.778, -5.070, -0.177], [3.826, -4.479, -3.720], [2.600, -4.348, -3.803], [1.835, -3.667, -2.791], [0.624, -4.212, -2.443], [-0.253, -3.584, -1.540], [0.071, -2.347, -1.046], [-0.732, -1.610, -0.257], [1.304, -1.759, -1.417], [1.524, -0.509, -0.896], [2.584, 0.173, -1.280], [3.484, -0.340, -2.228], [3.287, -1.591, -2.747], [2.194, -2.377, -2.310], [7.540, -3.443, -1.285], [6.211, -3.495, -3.389], [3.049, -5.524, -1.349], [4.425, -5.600, 0.699], [0.347, -5.162, -2.881], [-1.201, -4.037, -1.286], [2.711, 1.164, -0.864], [4.305, 0.279, -2.559], [3.948, -1.960, -3.517], [0.597, -0.502, 2.098], [1.916, -0.785, 2.177], [2.334, -2.020, 1.868], [3.682, -2.302, 1.880], [4.589, -1.306, 2.211], [4.116, -0.048, 2.554], [2.759, 0.193, 2.538], [1.551, -2.723, 1.624], [4.009, -3.298, 1.631], [5.650, -1.517, 2.205], [4.785, 0.750, 2.842], [2.290, 1.133, 2.787]],
  "nbo_charge": [1.4587, -0.2766, 0.7743, -0.2967, -0.2848, 2.2218, -0.9595, -0.8801, -1.1868, 2.2567, -0.9256, -0.8250, 0.7297, -0.2636, -0.2789, -0.3145, 0.0780, -0.0917, -0.2183, -0.1935, 0.0313, -0.1647, -0.2682, -0.0949, -0.0893, 0.0452, -0.1774, -0.2189, 0.2896, -0.6592, 0.0775, -0.4509, 0.0821, -0.2450, -0.1166, -0.0237, 0.2407, 0.2397, 0.2278, 0.2359, 0.2445, 0.2460, 0.2300, 0.2450, 0.2405, -0.5479, 0.0329, 0.0437, -0.2072, -0.1291, -0.2074, 0.0427, 0.2563, 0.2570, 0.2540, 0.2541, 0.2604]
}


{
  "formula": "C22H14CrN2O4",
  "method": "ωB97M-V/def2-TZVPD",
  "e_above_lowest_ev": 0.000,
  "energy_ev": -62629.4965,
  "largest_force_ha_per_bohr": 0.0077,
  "total_charge": 1,
  "homo_energy_ev": [-11.447, -11.546],
  "s_squared": 3.828,
  "multiplicity": 4,
  "elements": ["Cr", "O", "C", "O", "C", "C", "C", "C", "C", "N", "C", "O", "O", "H", "H", "H", "H", "C", "C", "C", "C", "C", "C", "C", "C", "C", "C", "C", "C", "C", "C", "C", "N", "H", "H", "H", "H", "H", "H", "H", "H", "H", "H"],
  "xyz": [[-0.371, -0.223, 0.249], [3.246, 1.549, 1.597], [2.261, 0.835, 1.120], [1.076, 1.138, 1.228], [2.642, -0.425, 0.416], [3.889, -0.961, 0.193], [3.946, -2.170, -0.510], [2.787, -2.789, -0.950], [1.572, -2.174, -0.676], [1.537, -1.028, -0.021], [0.178, -2.686, -1.021], [0.042, -3.709, -1.633], [-0.767, -1.898, -0.563], [2.899, 2.344, 2.037], [4.782, -0.468, 0.550], [4.908, -2.623, -0.706], [2.797, -3.727, -1.488], [-2.802, 0.791, 3.643], [-3.940, 1.284, 3.020], [-4.002, 1.374, 1.637], [-2.916, 0.951, 0.881], [-1.775, 0.434, 1.500], [-1.716, 0.367, 2.883], [-2.803, 1.071, -0.580], [-3.843, 1.492, -1.430], [-3.620, 1.560, -2.772], [-2.349, 1.234, -3.299], [-2.062, 1.300, -4.681], [-0.818, 0.981, -5.147], [0.190, 0.593, -4.242], [-0.064, 0.519, -2.900], [-1.344, 0.829, -2.399], [-1.605, 0.743, -1.057], [-2.760, 0.740, 4.723], [-4.783, 1.609, 3.616], [-4.891, 1.776, 1.169], [-0.833, -0.013, 3.387], [-4.808, 1.736, -1.012], [-4.410, 1.862, -3.449], [-2.847, 1.608, -5.360], [-0.601, 1.029, -6.205], [1.177, 0.356, -4.614], [0.730, 0.241, -2.216]],
  "nbo_charge": [1.3482, -0.6098, 0.8092, -0.6017, 0.0697, -0.1678, -0.1297, -0.1649, 0.1467, -0.4996, 0.7473, -0.5305, -0.7177, 0.5263, 0.2578, 0.2489, 0.2698, -0.1888, -0.1956, -0.1592, -0.1232, -0.2459, -0.1698, 0.2929, -0.2471, -0.0665, -0.1314, -0.1399, -0.2077, -0.1442, -0.2585, 0.2600, -0.5088, 0.2263, 0.2293, 0.2184, 0.2031, 0.2378, 0.2340, 0.2278, 0.2343, 0.2263, 0.1944]
}